{
  "formula": "C19H31BBeN6",
  "method": "the ωB97M-V functional and the def2-TZVPD basis",
  "species": ["Be", "C", "C", "C", "C", "C", "C", "N", "N", "B", "N", "C", "C", "C", "N", "C", "C", "C", "N", "C", "C", "C", "N", "C", "C", "C", "H", "H", "H", "H", "H", "H", "H", "H", "H", "H", "H", "H", "H", "H", "H", "H", "H", "H", "H", "H", "H", "H", "H", "H", "H", "H", "H", "H", "C", "H", "H", "H"],
  "xyz": [[-0.542, 0.192, 0.162], [-1.296, 3.796, -3.342], [-1.631, 2.643, -2.385], [-1.150, 1.332, -3.011], [-0.980, 2.898, -1.050], [-0.675, 4.157, -0.500], [0.089, 3.893, 0.617], [0.201, 2.564, 0.737], [-0.465, 1.948, -0.270], [1.199, 1.743, 1.569], [1.898, 0.758, 0.598], [3.202, 0.532, 0.389], [3.322, -0.492, -0.529], [2.002, -0.855, -0.847], [1.163, -0.088, -0.161], [1.522, -1.907, -1.800], [2.011, -3.291, -1.362], [1.984, -1.588, -3.226], [0.391, 0.865, 2.528], [0.489, 0.643, 3.841], [-0.306, -0.445, 4.146], [-0.868, -0.851, 2.927], [-0.437, -0.038, 1.957], [-1.711, -2.063, 2.657], [-2.186, -2.714, 3.954], [-0.908, -3.058, 1.809], [-1.716, 3.593, -4.328], [-0.213, 3.886, -3.445], [-1.689, 4.751, -2.997], [-2.718, 2.615, -2.257], [-0.059, 1.337, -3.069], [-1.550, 1.231, -4.021], [-1.451, 0.467, -2.429], [-0.961, 5.125, -0.869], [0.562, 4.561, 1.318], [1.985, 2.436, 2.141], [3.955, 1.097, 0.913], [4.232, -0.920, -0.913], [0.430, -1.889, -1.773], [3.097, -3.297, -1.257], [1.736, -4.043, -2.103], [1.570, -3.570, -0.404], [3.072, -1.506, -3.267], [1.552, -0.648, -3.571], [1.676, -2.379, -3.912], [1.108, 1.262, 4.470], [-0.458, -0.879, 5.118], [-2.582, -1.751, 2.083], [-1.335, -3.020, 4.566], [-2.773, -3.604, 3.725], [-2.809, -2.033, 4.536], [0.043, -3.285, 2.297], [-0.704, -2.640, 0.822], [-1.465, -3.988, 1.685], [-1.939, -0.702, -0.506], [-2.606, -0.116, -1.149], [-2.606, -1.062, 0.284], [-1.704, -1.601, -1.095]],
  "forces_ev_per_a": [[-0.8, -0.7, -0.6], [-0.1, 0.0, 0.1], [0.1, 0.0, -0.1], [0.0, 0.0, 0.1], [0.0, 0.2, 0.0], [0.0, 0.0, 0.0], [-0.2, -0.1, -0.1], [0.2, 0.5, -0.2], [-0.1, -0.1, 0.6], [-0.1, -0.1, 0.0], [0.5, 0.2, 0.0], [-0.1, -0.2, -0.1], [0.0, 0.0, 0.0], [0.0, 0.1, 0.0], [0.1, -0.1, 0.2], [0.0, -0.1, -0.1], [-0.1, 0.1, 0.0], [-0.1, 0.0, 0.1], [0.1, -0.1, 0.4], [-0.1, -0.1, -0.1], [0.0, 0.0, 0.0], [0.1, 0.1, 0.0], [0.0, 0.5, -0.1], [0.1, -0.1, 0.0], [0.0, 0.1, -0.1], [-0.1, 0.1, 0.0], [0.0, 0.0, 0.0], [0.0, 0.0, 0.0], [0.0, 0.0, 0.0], [0.0, -0.1, 0.0], [0.0, 0.0, -0.1], [0.0, 0.0, 0.0], [0.1, 0.1, -0.1], [0.1, 0.0, -0.1], [0.0, -0.1, 0.0], [0.0, 0.0, 0.0], [0.0, 0.0, 0.0], [0.0, 0.0, 0.0], [0.0, 0.0, 0.0], [0.0, 0.0, 0.0], [0.0, 0.0, 0.0], [0.1, 0.0, 0.0], [0.0, 0.0, 0.0], [0.1, 0.0, 0.0], [0.0, 0.0, 0.0], [0.0, 0.0, -0.1], [0.0, 0.0, 0.0], [-0.1, 0.0, 0.0], [0.0, 0.0, 0.0], [0.0, 0.0, 0.0], [0.0, 0.0, 0.0], [0.0, 0.0, 0.0], [0.0, 0.0, 0.0], [0.0, 0.0, 0.0], [0.0, -0.1, 0.0], [0.1, 0.0, 0.1], [0.1, 0.0, 0.0], [0.0, 0.1, 0.0]],
  "orbital_gap_ev": 9.618,
  "e_tot_ha": -1110.92373,
  "homo_energy_ev": -8.9,
  "total_charge": 0
}


{
  "formula": "C19H31BO2S2ScSi",
  "method": "the ωB97M-V functional and the def2-TZVPD basis",
  "species": ["Sc", "C", "C", "S", "C", "C", "S", "H", "H", "H", "H", "H", "H", "C", "Si", "C", "C", "C", "C", "C", "C", "C", "C", "H", "H", "H", "H", "H", "H", "H", "H", "H", "H", "H", "H", "H", "H", "H", "H", "H", "H", "H", "H", "H", "O", "B", "O", "C", "C", "C", "C", "C", "C", "H", "H", "H", "H"],
  "xyz": [[-0.290, -0.749, -0.565], [-2.273, -4.002, -0.215], [-1.852, -2.761, -1.005], [-0.390, -2.984, -1.915], [-2.713, -1.698, -0.907], [-4.022, -1.896, -0.156], [-2.459, -0.091, -1.524], [-2.788, -3.897, 0.690], [-1.346, -4.539, -0.017], [-2.954, -4.593, -0.907], [-4.479, -2.776, -0.620], [-4.711, -1.080, -0.267], [-3.880, -2.096, 0.931], [-0.228, 3.254, -0.814], [0.867, 1.733, -1.071], [1.213, 1.708, -3.003], [1.692, 3.002, -3.660], [-0.111, 1.458, -3.737], [2.307, 0.642, -3.353], [2.522, 2.302, -0.125], [2.026, 2.299, 1.395], [3.054, 3.668, -0.467], [3.558, 1.171, -0.097], [-0.623, 3.572, -1.768], [0.242, 4.158, -0.390], [-1.041, 3.002, -0.095], [0.843, 3.686, -3.485], [1.850, 2.988, -4.732], [2.632, 3.347, -3.289], [-0.729, 2.296, -3.641], [-0.646, 0.538, -3.423], [0.030, 1.264, -4.795], [3.277, 0.921, -3.052], [2.356, 0.746, -4.461], [2.138, -0.446, -3.094], [1.283, 3.050, 1.675], [2.821, 2.477, 2.144], [1.601, 1.311, 1.628], [2.277, 4.373, -0.378], [3.510, 3.732, -1.451], [3.887, 3.830, 0.256], [3.083, 0.238, 0.152], [4.320, 1.355, 0.644], [4.071, 0.936, -1.111], [0.240, -2.830, 2.441], [-0.203, -1.754, 1.602], [-1.459, -1.321, 2.153], [-1.660, -1.993, 3.357], [-2.699, -1.863, 4.258], [-2.701, -2.735, 5.342], [-1.692, -3.663, 5.497], [-0.681, -3.798, 4.561], [-0.682, -2.962, 3.456], [-3.408, -1.041, 4.167], [-3.490, -2.648, 6.080], [-1.670, -4.438, 6.348], [0.177, -4.403, 4.811]],
  "forces_ev_per_a": [[-0.5, -1.0, -0.9], [0.7, -1.0, -2.5], [-1.3, -0.1, 1.1], [0.6, 1.4, 0.0], [0.0, 0.1, 0.2], [0.5, -0.9, 0.4], [0.4, 0.3, -0.1], [-0.7, 0.7, 1.3], [-0.3, -0.4, -0.1], [0.9, 0.2, 0.8], [-0.3, 0.0, 0.3], [0.0, 0.6, -0.1], [-0.1, 0.1, -0.7], [-0.5, 0.4, 1.1], [1.2, 0.3, -0.4], [0.8, -0.6, -0.4], [-1.0, 0.5, 0.8], [0.7, -2.7, 0.2], [-1.8, -0.6, -1.5], [-1.4, -1.4, 1.3], [0.1, 0.0, -0.2], [1.9, -1.3, 0.5], [0.7, 0.0, -2.4], [-0.6, 0.0, -0.2], [0.2, -0.4, -0.1], [0.2, 0.2, -0.7], [0.8, 0.5, 0.0], [-0.3, -0.6, -0.6], [0.5, 0.6, 0.7], [-1.2, 1.2, 0.2], [0.2, 0.6, 0.2], [0.4, 0.3, -0.5], [1.1, 0.4, 0.8], [0.1, -0.7, 0.3], [-0.1, 1.2, -0.1], [-0.2, 0.0, -0.5], [0.3, -0.2, -0.5], [0.0, 0.2, 0.0], [-0.6, 1.2, 0.2], [-0.1, -0.1, -0.2], [-0.5, 0.6, -0.3], [-0.3, -0.5, 0.3], [0.5, 0.1, 0.3], [-0.7, 0.7, 1.6], [-0.4, 0.2, 0.2], [-0.8, -0.6, 0.7], [0.3, 0.2, 1.1], [-0.4, -0.1, -1.7], [0.3, 0.5, -0.1], [-0.4, 0.3, 0.3], [0.0, -1.9, 1.2], [0.9, 0.4, -0.2], [0.5, 0.2, 0.5], [0.0, -0.4, -0.1], [0.0, -0.1, 0.0], [-0.2, 1.6, -1.2], [0.0, -0.4, -0.3]],
  "orbital_gap_ev": 7.249,
  "e_tot_ha": -2764.63441,
  "relative_energy_ev": 0.991,
  "homo_energy_ev": -4.4,
  "total_charge": -1
}


{
  "formula": "C19H31Cl2F3IN4O5PS",
  "method": "the ωB97M-V functional and the def2-TZVPD basis",
  "species": ["C", "N", "C", "C", "P", "O", "Cl", "C", "O", "O", "C", "C", "N", "S", "O", "O", "C", "F", "F", "F", "C", "I", "C", "C", "C", "Cl", "H", "H", "H", "H", "H", "H", "H", "H", "H", "H", "H", "H", "H", "H", "H", "H", "H", "C", "C", "C", "C", "N", "H", "H", "H", "H", "H", "H", "H", "C", "C", "C", "C", "N", "H", "H", "H", "H", "H", "H", "H"],
  "xyz": [[5.676, 1.031, -0.351], [4.654, 1.720, -1.278], [3.320, 1.133, -0.854], [2.050, 1.532, -1.797], [2.382, 2.789, -3.203], [3.444, 2.008, -4.380], [3.418, 4.539, -2.449], [1.230, 0.322, -2.611], [1.796, -0.579, -3.442], [-0.237, 0.322, -2.298], [-0.496, 1.001, -0.981], [-2.056, 1.434, -0.752], [-2.348, 2.208, 0.511], [-0.288, -0.418, 0.217], [-0.684, -0.062, 1.704], [1.198, -0.937, 0.347], [-1.299, -1.958, -0.186], [-2.313, -2.302, 0.862], [-0.365, -3.141, -0.268], [-2.020, -1.916, -1.473], [0.675, 2.175, -1.091], [-0.078, 3.302, -2.870], [0.979, 3.139, 0.193], [0.051, 4.486, 0.294], [0.758, 5.857, -0.286], [2.271, 6.304, 0.715], [5.155, 0.574, 0.617], [6.195, 0.132, -0.926], [6.455, 1.832, 0.038], [4.886, 1.482, -2.269], [3.447, -0.050, -0.961], [3.095, 1.312, 0.294], [4.064, 2.757, -4.663], [-2.555, 2.020, -1.637], [-2.677, 0.417, -0.668], [-2.997, 1.591, 1.086], [-1.516, 2.336, 1.125], [2.122, 3.449, 0.232], [0.771, 2.512, 1.182], [-0.121, 4.684, 1.459], [-1.023, 4.391, -0.168], [0.943, 5.826, -1.448], [-0.020, 6.745, -0.116], [1.349, -2.658, 3.138], [2.093, -3.634, 4.043], [2.556, -2.996, 5.354], [3.506, -1.847, 5.059], [4.294, -0.894, 4.814], [1.989, -1.825, 2.829], [1.013, -3.164, 2.227], [0.468, -2.247, 3.644], [2.958, -4.034, 3.498], [1.436, -4.481, 4.269], [3.071, -3.739, 5.972], [1.698, -2.618, 5.921], [-5.143, -3.111, -0.680], [-6.360, -4.002, -0.902], [-6.791, -4.067, -2.368], [-7.162, -2.676, -2.856], [-7.469, -1.522, -3.261], [-5.348, -2.071, -0.953], [-4.854, -3.118, 0.376], [-4.288, -3.460, -1.270], [-7.189, -3.631, -0.286], [-6.128, -5.014, -0.552], [-7.657, -4.728, -2.477], [-5.982, -4.464, -2.990]],
  "forces_ev_per_a": [[0.6, -0.2, 0.3], [-0.4, -1.1, 1.4], [-0.2, -2.5, -0.4], [-2.1, -1.1, 1.0], [4.0, -0.8, -2.5], [0.8, 2.0, 1.8], [0.0, -0.9, 0.1], [3.2, -4.5, -3.2], [-4.5, 6.4, 5.8], [2.2, -0.1, 1.1], [0.1, 0.8, -2.9], [-1.3, -1.0, -0.4], [0.1, -1.5, 0.6], [6.3, -0.6, 8.8], [0.0, -0.7, -5.8], [-5.3, 1.9, -2.3], [-2.6, -5.2, -1.6], [3.7, 1.5, -3.6], [-3.3, 4.3, 0.4], [2.3, 0.0, 4.2], [2.0, 0.0, 0.9], [-4.8, 1.3, 1.2], [-0.4, -0.1, 0.5], [0.2, 0.8, 1.1], [-2.1, 0.2, -0.2], [-1.3, -0.6, -1.2], [1.0, 1.0, -2.2], [-0.9, 1.9, 1.4], [-1.5, -1.8, -1.0], [-0.5, 0.0, 1.2], [-0.8, 2.3, 0.4], [0.5, 0.0, -2.6], [-1.1, -1.5, 0.4], [1.6, -1.3, 1.4], [1.4, 2.0, -0.5], [1.3, 1.2, -0.9], [-0.8, -0.3, -0.8], [-2.4, -0.7, -0.3], [0.5, 1.1, -2.1], [0.4, -0.4, -2.5], [2.2, 0.0, 0.7], [0.2, -0.1, 2.6], [1.8, -2.0, -0.2], [0.0, 0.0, -0.1], [-0.1, 0.0, -0.4], [0.8, 0.7, -0.4], [5.4, 6.5, -1.3], [-6.3, -7.6, 1.9], [-0.1, -0.1, 0.1], [0.0, 0.1, 0.1], [0.1, 0.0, -0.1], [-0.1, 0.0, 0.2], [0.2, 0.1, 0.1], [0.1, 0.3, 0.0], [0.2, 0.1, -0.1], [0.1, 0.0, 0.1], [0.2, 0.2, 0.3], [-0.3, 1.0, -0.1], [-2.1, 7.7, -3.0], [2.5, -9.2, 3.3], [0.0, -0.1, -0.1], [0.0, 0.0, -0.2], [-0.1, 0.1, 0.1], [0.1, -0.1, -0.2], [-0.1, 0.1, -0.1], [0.1, 0.2, -0.1], [-0.1, 0.2, 0.0]],
  "orbital_gap_ev": 5.665,
  "e_tot_ha": -3594.54874,
  "homo_energy_ev": -7.4,
  "total_charge": 0
}


{
  "formula": "C19H31Cl4FO3",
  "method": "the ωB97M-V functional and the def2-TZVPD basis",
  "species": ["F", "C", "C", "C", "C", "C", "C", "H", "H", "H", "H", "H", "C", "C", "C", "O", "H", "H", "H", "H", "H", "H", "C", "C", "C", "O", "H", "H", "H", "H", "H", "H", "C", "C", "C", "O", "H", "H", "H", "H", "H", "H", "Cl", "C", "C", "Cl", "H", "H", "H", "H", "Cl", "C", "C", "Cl", "H", "H", "H", "H"],
  "xyz": [[-4.762, 1.785, 2.778], [-3.695, 1.086, 2.394], [-2.748, 1.794, 1.683], [-1.675, 1.082, 1.178], [-1.515, -0.288, 1.465], [-2.503, -0.915, 2.164], [-3.659, -0.260, 2.604], [-2.939, 2.835, 1.445], [-0.952, 1.544, 0.527], [-0.549, -0.727, 1.265], [-2.370, -1.933, 2.498], [-4.396, -0.779, 3.177], [1.308, 1.716, 3.271], [0.611, 0.514, 3.843], [-0.608, 0.838, 4.714], [0.992, -0.611, 3.739], [1.807, 2.132, 4.135], [0.603, 2.531, 2.977], [2.054, 1.436, 2.502], [-0.416, 1.624, 5.444], [-0.947, -0.053, 5.259], [-1.509, 1.195, 4.179], [0.965, 1.106, -3.098], [1.101, 0.422, -1.705], [2.543, 0.449, -1.142], [0.196, -0.206, -1.198], [1.573, 2.055, -3.118], [-0.088, 1.325, -3.282], [1.374, 0.397, -3.812], [2.631, -0.325, -0.353], [2.677, 1.426, -0.644], [3.306, 0.322, -1.940], [-0.138, -3.772, -1.393], [-1.149, -3.709, -2.523], [-2.466, -3.029, -2.230], [-0.908, -4.243, -3.569], [-0.473, -3.948, -0.333], [0.397, -2.837, -1.301], [0.478, -4.635, -1.625], [-3.026, -3.473, -1.378], [-3.178, -3.045, -3.045], [-2.253, -1.982, -1.963], [1.418, 6.515, 1.987], [0.742, 4.939, 2.311], [-0.500, 4.622, 1.507], [-0.250, 4.712, -0.263], [0.368, 4.861, 3.334], [1.503, 4.232, 2.186], [-1.304, 5.337, 1.752], [-0.812, 3.613, 1.744], [4.686, -4.259, -5.497], [2.976, -4.185, -4.976], [2.609, -2.864, -4.386], [2.918, -1.525, -5.591], [2.926, -4.972, -4.197], [2.336, -4.466, -5.803], [3.159, -2.605, -3.491], [1.533, -2.800, -4.209]],
  "forces_ev_per_a": [[-0.8, 0.4, 0.6], [-0.5, 0.4, -0.5], [0.3, -0.4, -0.7], [0.1, -0.4, 0.0], [0.4, 1.5, 0.0], [-0.5, -0.8, 0.9], [1.2, -0.2, -0.1], [0.1, -0.1, 0.1], [0.2, 0.3, 0.0], [-0.2, -0.4, -0.4], [0.0, -0.3, -0.2], [-0.4, -0.1, 0.1], [-0.1, 0.3, -0.4], [-1.5, 1.1, 0.7], [-0.8, -0.2, 0.2], [0.6, -0.9, -0.4], [0.6, 0.2, 0.3], [0.5, -1.1, -0.1], [-0.5, 0.3, 0.3], [0.3, 0.0, 0.0], [0.4, 0.1, -0.2], [0.7, -0.1, -0.3], [0.2, 0.8, 1.6], [0.9, -0.2, -1.3], [-0.7, -0.2, 0.5], [0.4, 0.5, 0.0], [-0.6, -1.0, -0.1], [0.2, -0.1, -0.2], [0.0, 0.0, -0.3], [0.1, 0.3, -0.5], [0.1, -0.3, -0.3], [-0.6, 0.1, 0.5], [-0.2, -0.6, 1.1], [-1.0, -0.2, 1.5], [-0.5, 0.4, 0.6], [0.3, -0.1, -0.9], [-0.5, 0.2, -1.2], [0.5, 0.2, -0.3], [0.6, 0.3, -0.1], [0.8, 0.1, -0.2], [0.2, 0.0, -0.5], [-0.1, -0.2, 0.0], [0.1, 0.6, 0.0], [-1.7, 0.3, 0.3], [-0.1, 0.7, -0.3], [0.0, -0.2, 0.1], [0.4, 0.3, 0.2], [1.1, -1.0, -0.4], [0.4, -0.4, -0.1], [-0.1, -0.1, 0.0], [0.0, 0.1, -0.1], [0.4, -1.0, 0.8], [-0.4, 1.0, -0.7], [-0.1, -0.3, 0.4], [-0.3, 0.5, -0.4], [0.0, 0.1, -0.2], [0.2, -0.1, 0.1], [0.1, -0.3, 0.1]],
  "orbital_gap_ev": 9.896,
  "e_tot_ha": -2908.89911,
  "homo_energy_ev": -9.5,
  "total_charge": 0,
  "smiles": "Fc1ccccc1.CC(C)=O.CC(C)=O.CC(C)=O.ClCCCl.ClCCCl"
}